[1]
# C26H32Cl51IO5

A cluster of 18 separate species, C26H32Cl51IO5 in total (ωB97M-V with the def2-TZVPD basis set, the OMol25 dataset).

- molecular weight (u) = 2359.54
- E_HOMO (eV) = -9.64
- E_LUMO (eV) = -0.01
- gap between HOMO and LUMO (eV) = 9.634
- spin multiplicity = 1

CARTESIAN COORDINATES (ANGSTROEM)
O  0.348  3.337  0.094
C  -0.746  2.893  -0.164
O  -1.205  2.866  -1.445
C  -1.668  2.393  0.915
C  -3.068  1.917  0.505
C  -4.197  2.795  1.017
O  -4.424  3.900  0.156
C  -5.492  3.644  -0.732
C  -6.841  3.540  -0.047
O  -7.235  2.185  0.081
C  -8.623  1.966  0.077
C  -8.901  0.608  0.712
C  -7.864  -0.416  0.330
O  -7.926  -1.099  -0.647
I  -6.257  -0.598  1.735
H  -0.587  2.358  -1.991
H  -1.136  1.573  1.387
H  -1.730  3.215  1.622
H  -3.212  0.938  0.959
H  -3.134  1.790  -0.569
H  -5.092  2.192  1.162
H  -3.928  3.190  1.996
H  -5.301  2.745  -1.320
H  -5.521  4.474  -1.432
H  -7.579  4.088  -0.637
H  -6.801  4.022  0.932
H  -9.154  2.727  0.648
H  -8.994  1.973  -0.949
H  -9.839  0.233  0.306
H  -9.017  0.672  1.788
C  1.071  4.020  -4.454
Cl  0.864  2.268  -4.604
Cl  2.739  4.485  -4.836
Cl  -0.086  4.863  -5.477
H  0.895  4.310  -3.426
C  -5.913  1.329  5.704
Cl  -4.978  0.019  4.980
Cl  -6.806  2.240  4.482
Cl  -7.007  0.707  6.937
H  -5.217  2.009  6.179
C  3.020  1.839  -0.720
Cl  4.551  1.212  -0.108
Cl  3.217  2.642  -2.274
Cl  1.875  0.506  -0.905
H  2.609  2.546  -0.013
C  -2.311  1.215  7.957
Cl  -1.868  0.238  6.562
Cl  -2.646  2.882  7.471
Cl  -3.701  0.519  8.790
H  -1.471  1.224  8.644
C  2.928  6.176  -8.249
Cl  4.450  6.422  -9.107
Cl  1.805  7.499  -8.570
Cl  2.208  4.626  -8.667
H  3.139  6.169  -7.188
C  6.353  0.855  3.060
Cl  5.212  1.699  4.101
Cl  8.005  1.406  3.372
Cl  6.219  -0.890  3.255
H  6.111  1.099  2.036
C  2.128  -2.631  -2.711
Cl  2.349  -2.009  -4.350
Cl  0.495  -2.286  -2.138
Cl  2.466  -4.361  -2.652
H  2.836  -2.133  -2.059
C  1.923  0.516  10.257
Cl  2.837  1.972  9.882
Cl  0.683  0.223  9.028
Cl  2.983  -0.880  10.411
H  1.423  0.665  11.204
C  -2.780  -3.377  -5.167
Cl  -4.009  -2.642  -4.143
Cl  -1.236  -2.537  -4.979
Cl  -2.601  -5.093  -4.815
H  -3.099  -3.274  -6.196
C  10.788  -0.702  1.925
Cl  12.175  -1.549  2.611
Cl  11.254  0.230  0.504
Cl  9.497  -1.836  1.536
H  10.411  -0.015  2.670
C  4.333  -3.684  0.920
Cl  6.027  -4.123  0.715
Cl  3.891  -3.635  2.624
Cl  3.997  -2.129  0.149
H  3.727  -4.434  0.431
C  7.143  -0.995  -3.194
Cl  7.952  -1.561  -1.732
Cl  6.107  0.384  -2.827
Cl  8.305  -0.603  -4.461
H  6.517  -1.800  -3.553
C  -8.208  -4.322  0.877
Cl  -6.952  -5.550  0.666
Cl  -9.760  -4.966  0.337
Cl  -8.317  -3.712  2.525
H  -7.961  -3.476  0.248
C  12.319  -3.939  5.835
Cl  12.783  -5.590  5.426
Cl  10.729  -3.552  5.189
Cl  12.373  -3.684  7.580
H  13.036  -3.269  5.379
C  1.083  0.525  -9.245
Cl  0.051  1.894  -8.838
Cl  2.341  1.001  -10.383
Cl  1.785  -0.173  -7.786
H  0.471  -0.233  -9.714
C  0.484  -4.079  -7.873
Cl  2.083  -4.544  -7.303
Cl  0.588  -3.183  -9.392
Cl  -0.555  -5.491  -8.062
H  0.040  -3.432  -7.130
C  -3.375  -5.734  4.059
Cl  -4.867  -5.724  3.122
Cl  -2.208  -4.579  3.413
Cl  -3.688  -5.420  5.765
H  -2.942  -6.722  3.987

Results of the Mulliken charge analysis, in e, for atoms 1 through 2: -0.610 0.570


[2]
# C26H32F3O5S

A cluster of 2 separate species, C26H32F3O5S in total at a distorted geometry (ωB97M-V with the def2-TZVPD basis set, the OMol25 dataset).

- molecular weight (u) = 513.60
- E_HOMO (eV) = -4.18
- E_LUMO (eV) = 2.16
- energy relative to the best compared isomer or geometry (same formula, charge and spin) (kJ/mol) = 0.0
- gap between HOMO and LUMO (eV) = 6.341
- charge = -1
- spin multiplicity = 1

CARTESIAN COORDINATES (ANGSTROEM)
C  -4.386  0.988  -3.657
C  -3.719  1.346  -2.329
C  -3.393  2.834  -2.347
C  -4.731  1.045  -1.221
C  -2.450  0.489  -2.075
C  -1.316  0.980  -1.476
C  -0.120  0.190  -1.280
C  1.071  0.726  -0.675
C  2.388  0.338  -1.224
F  3.362  1.277  -0.939
F  2.889  -0.878  -0.758
F  2.327  0.212  -2.617
C  -0.143  -1.150  -1.785
C  -1.279  -1.770  -2.226
C  -1.341  -3.300  -2.442
C  -2.139  -3.907  -1.292
C  0.062  -3.889  -2.461
C  -2.043  -3.633  -3.751
C  -2.522  -0.973  -2.263
O  -3.638  -1.535  -2.377
H  -4.686  -0.060  -3.680
H  -5.281  1.600  -3.804
H  -3.713  1.168  -4.494
H  -3.010  3.165  -1.378
H  -2.653  3.044  -3.126
H  -4.303  3.399  -2.574
H  -4.308  1.277  -0.241
H  -5.643  1.635  -1.356
H  -4.992  -0.017  -1.231
H  -1.244  2.029  -1.151
H  1.007  1.759  -0.322
H  0.803  -1.687  -1.801
H  -3.151  -3.502  -1.299
H  -2.186  -4.988  -1.416
H  -1.679  -3.677  -0.328
H  0.658  -3.456  -3.270
H  0.584  -3.736  -1.512
H  -0.003  -4.963  -2.630
H  -1.500  -3.202  -4.595
H  -2.080  -4.718  -3.857
H  -3.057  -3.236  -3.733
C  5.147  -2.329  2.210
C  3.675  -2.058  2.418
O  3.355  -0.711  2.049
C  2.018  -0.434  2.063
C  1.837  0.889  1.421
S  0.892  2.038  2.297
C  1.784  2.782  3.694
C  1.676  2.243  4.981
C  2.247  2.897  6.082
C  2.945  4.096  5.919
C  3.084  4.615  4.631
C  2.508  3.971  3.529
O  0.688  3.162  1.393
O  -0.219  1.373  2.922
O  1.162  -1.197  2.519
H  5.294  -3.388  2.454
H  5.463  -2.184  1.169
H  5.795  -1.735  2.867
H  3.097  -2.723  1.767
H  3.402  -2.219  3.468
H  2.770  1.371  1.138
H  1.132  1.313  5.129
H  2.150  2.468  7.077
H  3.394  4.606  6.777
H  3.653  5.532  4.483
H  2.610  4.398  2.535

Results of the Mulliken charge analysis, in e, for atoms 1 through 2: -1.812 2.108


[3]
# C26H32FN2O4PRu

A structure of composition C26H32FN2O4PRu (ωB97M-V with the def2-TZVPD basis set, the OMol25 dataset).

- molecular weight (u) = 587.59
- E_HOMO (alpha / beta) (eV) = -15.31 / -15.54
- E_LUMO (alpha / beta) (eV) = -7.49 / -9.61
- gap between HOMO and LUMO (alpha / beta) (eV) = 7.813 / 5.925
- charge = +2
- spin multiplicity = 5

CARTESIAN COORDINATES (ANGSTROEM)
Ru  -0.201  0.626  0.501
C  2.960  -0.357  -1.726
C  2.907  -0.279  -0.239
N  1.844  -0.028  0.537
C  2.256  -0.178  1.862
C  3.568  -0.475  1.883
N  3.944  -0.528  0.566
C  4.631  -0.697  2.917
O  4.268  -0.624  4.180
O  5.747  -0.890  2.523
C  1.240  -0.106  2.919
O  1.510  -0.208  4.088
O  0.000  0.043  2.444
H  1.987  -0.135  -2.147
H  3.238  -1.365  -2.040
H  3.696  0.333  -2.140
H  4.897  -0.754  0.299
H  3.307  -0.448  4.268
C  1.045  3.489  2.009
C  0.907  3.956  0.551
C  0.405  5.406  0.522
C  2.281  3.847  -0.117
P  -0.391  2.885  -0.306
C  -1.975  3.275  0.488
C  -2.233  2.650  1.716
C  -3.426  2.866  2.391
C  -4.380  3.714  1.845
C  -4.135  4.343  0.632
C  -2.942  4.126  -0.049
C  -0.428  2.947  -2.183
C  -0.969  4.269  -2.756
C  1.002  2.727  -2.707
C  -1.309  1.788  -2.667
H  1.880  4.035  2.455
H  1.292  2.430  2.097
H  0.163  3.702  2.608
H  1.122  6.012  1.083
H  -0.570  5.525  0.996
H  0.361  5.812  -0.492
H  2.984  4.422  0.488
H  2.299  4.270  -1.117
H  2.649  2.818  -0.154
H  -1.513  1.990  2.177
H  -3.605  2.376  3.341
H  -5.313  3.891  2.369
H  -4.872  5.017  0.211
H  -2.772  4.651  -0.970
H  -0.609  5.151  -2.229
H  -2.053  4.291  -2.797
H  -0.615  4.346  -3.787
H  1.559  3.657  -2.760
H  0.930  2.331  -3.723
H  1.579  2.020  -2.113
H  -2.347  1.898  -2.347
H  -0.945  0.820  -2.336
H  -1.294  1.778  -3.759
F  -5.023  -2.725  -0.041
C  -4.041  -1.879  0.049
C  -2.759  -2.375  0.316
C  -1.755  -1.456  0.421
C  -2.021  -0.060  0.245
C  -3.333  0.408  -0.009
C  -4.337  -0.505  -0.117
H  -2.603  -3.436  0.457
H  -0.761  -1.810  0.668
H  -3.545  1.465  -0.117
H  -5.357  -0.205  -0.325

Results of the Mulliken charge analysis, in e, for atoms 1 through 2: 0.101 -1.415